A structure of composition C17H20N5O7PPt in a non-equilibrium geometry, computed with ωB97M-V with the def2-TZVPD basis set.

CARTESIAN COORDINATES (ANGSTROEM)
Pt 0.07690 0.13769 0.38893
O 0.47589 6.07392 0.58528
C 0.40552 4.72394 0.64172
C -0.46531 4.05838 1.49819
C -0.48588 2.68310 1.45957
N 0.32311 2.03621 0.63280
C 1.19241 2.64503 -0.17921
C 1.26804 4.01406 -0.19997
C 2.03941 1.67204 -0.97287
O 2.91520 2.04490 -1.71554
O 1.74536 0.40436 -0.73597
C -1.32812 1.75636 2.31871
O -2.04607 2.22819 3.17400
O -1.14365 0.49287 2.06129
H -0.17848 6.45410 1.18379
H -1.12867 4.56551 2.18746
H 1.97258 4.51250 -0.84949
O -2.15606 -2.33537 -1.02285
C -2.71148 -1.24906 -0.78150
C -4.19885 -1.12862 -0.48916
C -4.41088 0.37746 -0.42486
C -2.98855 0.92822 -0.48470
O -2.70647 2.10634 -0.35870
N -2.07151 -0.07382 -0.71368
H -4.37701 -1.61231 0.47348
H -4.78599 -1.66099 -1.23586
H -4.90022 0.73174 0.48083
H -4.96575 0.77314 -1.27662
C 0.78870 -4.83312 -1.23315
N 1.54460 -3.62382 -1.79967
C 2.92136 -3.52832 -1.12686
N 2.80248 -3.53660 0.28545
C 2.06323 -4.70718 0.74320
N 0.71448 -4.77104 0.18399
C -0.19304 -3.71464 0.69220
P 0.44059 -2.06028 0.19708
C 0.73419 -2.37475 -1.58257
C 2.17352 -2.30142 0.79825
H 1.35123 -5.71280 -1.54913
H -0.19913 -4.82608 -1.69104
H 1.68780 -3.75770 -2.80034
H 3.36680 -2.60127 -1.48390
H 3.48195 -4.39390 -1.48237
H 1.98907 -4.67001 1.82827
H 2.60239 -5.61304 0.45798
H -0.25215 -3.79398 1.77791
H -1.19183 -3.84544 0.28366
H 1.25987 -1.52074 -2.00750
H -0.23382 -2.51333 -2.06377
H 2.16221 -2.35786 1.88764
H 2.75562 -1.42675 0.51464

Properties
- Relative energy (zero: lowest compared OMol25 entry of this formula, charge and spin): 0.0 kcal/mol
- HOMO: -7.2 eV


An isolated molecule of C5H7NO, computed with ωB97M-V with the def2-TZVPD basis set.

CARTESIAN COORDINATES (ANGSTROEM)
C -2.21336 0.27451 -0.37514
C -0.89141 0.43493 -0.30352
C 0.15173 -0.34501 -0.96291
C 1.15810 -0.39804 -0.06805
N 2.20995 -1.27817 0.02952
O 1.07152 0.49569 0.94941
C -0.12101 1.27100 0.69501
H -2.89735 0.76881 0.30718
H -2.63410 -0.42713 -1.09063
H 1.92506 -2.21349 -0.22827
H 0.03630 -0.99257 -1.82154
H 2.63774 -1.25529 0.94571
H -0.62651 1.42860 1.64906
H 0.19335 2.23617 0.27419

Properties
- Relative energy (zero: lowest compared OMol25 entry of this formula, charge and spin): 30.5 kcal/mol
- SMILES string: C=C1C=C(N)OC1
- HOMO: -7.6 eV


A structure of composition C34H43BrF9IO12Si2, computed with ωB97M-V with the def2-TZVPD basis set.

CARTESIAN COORDINATES (ANGSTROEM)
C -2.77607 -1.19274 5.20992
C -2.27859 -1.32899 3.76082
C -1.07046 -2.25122 3.60473
I -1.60324 -4.28949 4.02487
Si -0.36206 -2.29015 1.86915
O -0.41467 -0.73189 1.26479
Si 0.78573 -0.05005 0.38414
C 2.33092 0.28790 1.36635
C 2.13183 0.28478 2.89230
C 3.04286 1.25589 3.62549
F 4.26056 0.69006 3.85834
F 3.26973 2.38345 2.89495
C 2.50041 1.77729 4.98091
F 3.37577 2.66574 5.47832
F 1.34020 2.43923 4.72225
C 2.22876 0.67926 6.07689
F 2.61508 -0.53859 5.64472
F 2.92885 0.97764 7.18634
C 0.74107 0.57316 6.51068
F 0.61687 -0.41613 7.39790
F -0.03707 0.28570 5.45346
F 0.32114 1.70846 7.06907
C 1.27079 -0.98169 -1.16896
C 0.18919 -1.73108 -1.86303
O -0.76908 -1.29242 -2.38472
Br 0.51735 -3.66594 -1.95788
O 0.18080 1.42897 -0.12454
C -1.17382 1.64216 -0.15548
O -1.82494 1.33960 -1.10783
C -1.75069 2.32635 1.03794
C -1.03981 2.47901 2.22998
C -1.62940 3.08171 3.33608
C -2.93530 3.55861 3.24480
C -3.63995 3.43675 2.04727
C -3.05670 2.81822 0.94733
H -3.62627 -1.84346 5.40906
H -1.99072 -1.44917 5.92523
H -3.07637 -0.16579 5.42548
H -3.09779 -1.73212 3.15878
H -2.02777 -0.34162 3.36214
H -0.31564 -2.00445 4.35269
H -1.14847 -3.20165 1.02906
H 1.05562 -2.72307 1.91899
H 2.74729 1.23191 1.00927
H 3.06697 -0.47532 1.09927
H 2.37805 -0.70555 3.27686
H 1.09177 0.45762 3.17610
H 2.13818 -1.61645 -0.99997
H 1.58839 -0.19228 -1.85876
H -0.01592 2.13926 2.28901
H -1.06288 3.17418 4.25395
H -3.38928 4.03331 4.10535
H -4.64783 3.82714 1.98295
H -3.60693 2.71206 0.02276
O 3.17893 0.08154 -3.66528
C 2.41014 -0.27343 -4.51752
O 2.75817 -1.17506 -5.46068
C 1.67823 -1.34834 -6.39982
C 0.42773 -0.90562 -5.65331
C 0.98106 0.17580 -4.73293
H 1.88534 -0.72216 -7.27050
H 1.65713 -2.38953 -6.71191
H -0.36698 -0.55179 -6.30327
H 0.03861 -1.73437 -5.05781
H 0.98426 1.15356 -5.21692
H 0.45335 0.24368 -3.78770
O 0.67831 -5.97495 1.41438
C 0.87369 -6.84342 2.21106
O 1.35210 -6.60408 3.45523
C 1.58349 -7.84181 4.14840
C 0.69124 -8.86468 3.45382
C 0.67287 -8.33590 2.02058
H 2.64343 -8.09051 4.06115
H 1.34017 -7.69474 5.19774
H 1.05715 -9.88424 3.55351
H -0.31402 -8.82293 3.87512
H 1.50566 -8.71696 1.42742
H -0.25954 -8.52533 1.49695
O -0.19533 2.71717 -6.40191
C -1.31934 2.47106 -6.73348
O -1.85048 1.22752 -6.65144
C -3.17239 1.21290 -7.22518
C -3.65048 2.65894 -7.16672
C -2.33930 3.42447 -7.32275
H -3.09585 0.83875 -8.24810
H -3.78682 0.53188 -6.64231
H -4.39810 2.88852 -7.92238
H -4.08328 2.86525 -6.18749
H -2.07856 3.59093 -8.36949
H -2.31578 4.37298 -6.79318
O -1.12801 6.31799 -3.47728
C -0.17571 5.65682 -3.18283
O 0.93588 6.19831 -2.62570
C 1.95722 5.19613 -2.46892
C 1.21198 3.86777 -2.45300
C 0.02439 4.16487 -3.36459
H 2.64663 5.27451 -3.31246
H 2.50101 5.40175 -1.55013
H 1.82433 3.02898 -2.77993
H 0.85648 3.65168 -1.44488
H 0.25357 3.97791 -4.41572
H -0.87902 3.62405 -3.09343

Properties
- Relative energy (zero: lowest compared OMol25 entry of this formula, charge and spin): 0.0 kcal/mol
- HOMO: -9.3 eV


| no. | frontier orbital gap (eV) |
| --- | --- |
| 1 | 6.701 |
| 2 | 8.501 |
| 3 | 9.578 |